# 1
116
Properties=species:S:1:pos:R:3:forces:R:3:mulliken_charge:R:1 method="wB97M-V/def2-TZVPD" total_charge=-1 gap_ha=0.0649 largest_force_ev_per_a=5.97 multiplicity=1
K 5.7710 4.7764 -0.2491 2.332 3.643 1.453 0.948
S 4.5832 -4.4689 4.9982 0.122 -0.132 0.095 1.100
Al 2.1107 1.2862 -3.3592 0.488 -0.122 0.434 0.788
Na -2.9676 -0.8405 -1.0038 0.218 -1.049 1.252 0.999
F -5.8233 1.8895 -3.4456 0.451 0.027 -0.031 -0.899
O -1.3083 2.3502 -4.3459 0.169 0.053 -0.120 -0.730
O 0.4660 -3.9538 3.5560 -0.163 0.192 0.088 -0.549
O 6.0857 4.3108 -2.4669 -0.562 -0.059 -0.012 -1.010
O 0.9733 -1.5822 3.8630 -0.290 0.016 -0.139 -0.466
O -2.0850 -0.4533 2.7202 -0.002 -0.066 -0.391 -0.702
O 3.5422 1.0972 -1.7941 -1.482 0.268 -0.628 -0.446
O 3.6666 -2.8771 14.9488 0.009 0.650 -0.052 -0.415
O -1.8325 3.7532 0.6610 0.043 0.060 0.247 -0.600
O 4.8467 -4.9662 6.3152 -0.083 -0.025 0.077 -0.730
O 0.0910 -2.9787 5.6533 -0.048 -0.036 -0.331 -0.531
O 0.5969 -4.7679 6.9253 -0.061 -0.203 -0.122 -0.539
O 2.9606 1.5086 0.3532 -0.094 0.484 -0.003 -0.343
O -3.1886 -0.8957 -4.0014 0.010 -0.706 0.672 -0.275
O 1.0531 -6.0078 4.2561 -0.137 -0.085 -0.002 -0.648
O -1.2922 -2.2792 3.7629 0.245 0.221 -0.121 -0.561
O 3.0938 -2.2173 10.8768 -0.037 0.138 0.194 -0.757
O 0.7024 0.4031 2.8640 -0.070 0.042 -0.081 -0.670
O 2.3379 0.3494 14.7298 -0.020 -0.832 0.779 -0.449
O 1.0065 -2.5468 11.6698 0.061 0.180 0.234 -0.748
O 3.2616 -4.0964 4.5740 0.030 0.221 0.045 -0.527
C -3.0848 0.8349 -8.7156 -0.063 -0.250 -0.580 0.087
C -4.8663 2.5753 -9.1115 0.207 -0.910 0.783 -1.355
C -2.8629 4.7979 -3.9190 0.372 -0.273 -0.599 -1.317
C 1.5430 1.8699 0.3202 -0.289 -0.259 -0.223 -0.889
C 3.1283 -0.4914 14.3099 1.090 4.338 -3.950 0.062
C 5.9242 -4.7062 2.7541 0.011 0.073 0.056 -0.529
C 6.6687 -3.6272 3.5557 -0.081 -0.045 0.011 -0.579
C -3.8485 -0.7138 -6.3432 0.047 -0.574 0.788 0.668
C -1.6227 2.6375 -3.2075 0.086 -0.165 -0.532 -0.435
C -1.8669 3.3660 -0.4860 0.010 0.227 0.375 0.311
C -0.8073 1.0994 0.2543 0.775 1.009 -0.675 -1.099
C 5.2529 -5.6057 3.7864 0.136 -0.030 -0.310 -0.743
C -2.4359 4.1931 -1.5528 0.061 -0.311 -0.740 -0.907
C -3.4784 4.2372 -7.7303 -0.096 -0.251 0.049 -1.089
C -2.7207 4.2816 -6.4022 -0.026 0.005 -0.051 -0.559
C 3.7077 1.6586 -0.6996 0.863 -0.016 0.200 0.974
C -3.9800 -0.0569 -3.1780 -0.043 0.428 -0.499 0.096
C -3.5709 4.1490 -5.1377 0.236 0.448 0.280 0.181
C 5.7040 -3.1075 4.6305 0.297 0.129 -0.205 -0.684
C -2.6329 -0.6231 -8.6181 0.527 0.199 0.681 -1.106
C -4.5807 1.0743 -8.8870 -0.115 0.604 -0.124 -0.477
C 0.4732 -4.2504 5.8653 0.041 0.266 0.278 0.532
C -2.3333 3.8854 -2.8612 -0.584 0.417 0.948 1.099
C 0.2776 -0.6465 3.2970 0.342 0.161 0.135 0.640
C -4.7128 3.3221 -7.7691 0.086 0.322 -0.531 -0.202
C -1.1950 -1.1011 3.2225 -0.313 0.049 0.073 0.617
C -2.7112 -1.2361 -7.2017 -0.418 -0.188 -0.505 -0.631
C 4.8796 2.5560 -0.5403 -0.678 -1.271 0.400 -1.482
C 0.7155 -4.8870 4.4847 0.103 -0.196 -0.307 0.707
C 1.8597 -4.0791 10.0553 -0.036 0.108 0.169 -0.663
C 1.9958 -2.8260 10.9557 0.026 -0.234 -0.153 0.636
C 2.8380 -2.0925 15.3757 -1.115 -3.403 2.528 -0.132
C -1.2196 1.7185 -2.1304 -0.041 0.097 0.992 0.486
C -1.2898 2.0361 -0.8277 -0.149 -0.632 -0.862 0.513
C 0.6489 0.7068 -0.0110 0.076 -0.575 0.253 -0.678
C -3.9879 -1.4884 -5.0333 0.361 0.137 -0.137 -1.055
B 0.0671 -2.7236 4.2319 0.233 -0.530 0.422 1.276
H 5.0904 2.7431 0.5164 -0.250 -0.586 -0.058 0.557
H 5.3202 4.0280 -2.9759 0.259 0.042 -0.500 0.157
H 4.2162 -0.2948 14.4397 -0.080 -0.631 1.068 0.250
H 4.4456 -6.2129 3.3836 -0.097 0.034 0.126 0.389
H 7.5475 -4.0683 4.0300 -0.007 -0.022 0.012 0.290
H -1.9415 3.5234 -6.3764 0.045 -0.168 -0.049 0.066
H -4.1172 2.9227 -9.8193 -0.274 0.351 -0.376 0.464
H 2.9591 -1.6235 16.3760 0.565 0.479 -0.399 0.289
H -2.7949 3.9169 -8.5154 0.207 0.003 -0.033 0.429
H -2.1965 5.2374 -6.3674 0.103 0.128 0.034 0.438
H -5.5898 3.9394 -7.5943 -0.182 -0.066 0.171 0.631
H 0.8158 0.3212 -1.0203 -0.057 0.098 -0.172 0.457
H 1.3186 2.2064 1.3244 0.111 -0.004 0.184 0.449
H -3.7807 5.2457 -8.0096 -0.073 0.138 -0.001 0.383
H -1.4399 0.2245 0.3270 -0.066 -0.190 0.403 -0.840
H -2.9343 5.0905 -1.2216 -0.050 0.119 0.047 0.467
H 0.8860 -4.5511 10.1800 -0.022 0.034 0.011 0.240
H 2.6385 -4.8002 10.3139 0.066 0.048 -0.059 0.269
H -2.6767 1.4188 -7.8905 -0.041 0.011 0.225 -0.347
H -3.6919 0.3176 -6.0360 -0.208 0.281 -0.281 -0.402
H -3.8204 3.1198 -4.8999 -0.258 -0.117 -0.079 -0.490
H -0.8179 0.7643 -2.4497 0.015 -0.102 -0.250 1.166
H -4.6820 2.5841 -6.9724 0.011 -0.011 0.209 0.038
H -1.7589 -1.1375 -6.6831 0.077 0.212 0.128 0.323
H 5.1660 -4.2389 2.1214 -0.028 -0.028 0.003 0.267
H -2.6207 1.2492 -9.6140 0.101 0.093 -0.071 0.566
H -4.9607 0.4961 -9.7300 0.102 -0.151 -0.123 0.478
H -3.4886 5.5529 -3.4566 -0.124 -0.006 0.199 0.325
H 2.9920 -0.9012 13.2829 -0.744 -1.059 0.624 0.132
H 6.5983 -5.2715 2.1109 0.004 0.004 -0.012 0.359
H -4.8016 -0.8178 -6.8506 -0.056 0.173 -0.263 0.277
H 1.9802 -3.8034 9.0087 0.089 -0.020 -0.014 0.045
H -1.5821 -0.6491 -8.9094 0.087 -0.089 -0.137 0.341
H 1.7602 -2.2102 15.1623 0.222 0.293 -0.860 0.249
H -5.1607 0.7894 -8.0166 -0.030 -0.245 0.102 0.173
H -5.0325 -1.5171 -4.7291 -0.089 0.076 0.169 0.416
H 5.9796 -6.2363 4.2970 -0.015 0.003 0.054 0.352
H -4.2255 0.9024 -3.6455 -0.485 0.162 0.236 0.137
H -2.8793 -2.3087 -7.3127 0.142 -0.168 -0.007 0.279
H -0.8073 1.6199 1.2056 -0.483 -0.252 0.289 0.500
H -3.4343 0.1591 -2.2628 -0.055 1.175 -1.087 -0.671
H -3.1456 -1.2566 -9.3385 -0.319 0.068 -0.068 0.346
H -4.5108 4.6768 -5.2748 -0.201 -0.066 -0.004 0.772
H -3.6447 -2.5174 -5.1342 0.064 -0.119 -0.103 0.499
H 6.2134 -2.8221 5.5466 -0.117 -0.015 0.089 0.353
H -4.9360 -0.4972 -2.8901 -0.158 -0.102 -0.109 0.474
H 0.9281 -0.0902 0.6678 0.033 -0.144 0.115 0.494
H -5.8762 2.6578 -9.5005 -0.033 0.291 -0.240 0.394
H 7.0157 -2.8158 2.9158 0.015 0.006 0.003 0.317
H 5.1020 -2.2766 4.2682 -0.108 -0.050 0.036 0.312
H 1.4368 2.7111 -0.3683 -0.013 0.066 -0.091 0.479
H 5.7279 2.1214 -1.0563 0.194 0.255 -0.117 0.520
H 4.6766 3.5211 -1.0392 -0.973 -2.178 -0.993 0.198
H -1.9927 5.3279 -4.3149 0.116 0.161 0.046 0.428

---

# 2
104
Properties=species:S:1:pos:R:3:forces:R:3:mulliken_charge:R:1 method="wB97M-V/def2-TZVPD" total_charge=+2 gap_ha=0.2506 de_lowest_kcal_mol=0.0 largest_force_ev_per_a=0.59 multiplicity=1
I -4.6452 -3.0529 1.0414 -0.086 0.008 0.050 0.118
Br 0.4366 -7.7506 1.2720 -0.008 -0.004 0.037 -0.116
Ti -0.1236 -0.5938 -0.7603 -0.406 -0.298 0.164 -0.827
O -0.0061 -2.3893 0.2608 -0.030 -0.159 0.229 -0.736
O -2.0949 -1.8584 -1.4343 0.209 0.363 -0.155 -0.573
O 0.3974 -2.0582 -1.8436 0.351 -0.139 0.182 -0.287
N 1.5872 0.5182 1.2248 0.033 0.273 -0.027 0.816
N -1.0193 0.5695 1.2827 0.042 -0.045 -0.162 0.847
N 0.3001 1.3295 -1.3386 0.082 -0.154 0.169 0.683
N -1.6784 0.3258 0.0779 0.242 0.193 0.130 1.039
N 0.2956 2.1269 -0.2122 0.105 0.087 -0.099 0.928
N 1.6804 -0.3713 0.1843 -0.379 -0.129 0.217 0.519
N -3.5992 -3.2295 -2.3705 0.060 0.083 0.048 -0.145
C 2.2802 1.6983 4.2157 0.005 0.022 0.061 -1.660
C 0.0268 1.5949 -3.8200 -0.121 0.054 0.053 1.437
C 3.7439 2.6281 2.3713 -0.002 0.046 0.005 -1.619
C -5.2640 1.1194 -0.4224 -0.028 0.024 -0.039 -1.718
C -2.9371 -3.6514 -0.0788 0.109 -0.060 -0.055 -1.003
C 3.1998 1.3673 3.0508 0.140 -0.114 -0.002 0.105
C 0.3052 -2.9159 -0.8364 -0.145 0.135 -0.559 1.584
C 1.0184 0.4806 -4.1223 0.059 -0.217 0.072 -0.819
C 1.0214 4.9417 1.2679 -0.001 -0.003 0.032 -1.518
C -2.8414 -2.8431 -1.3438 0.006 -0.049 0.079 0.136
C -1.5447 2.2199 4.2131 0.008 0.059 -0.030 -1.187
C 0.1424 2.7170 -4.8474 0.009 0.022 0.024 -1.892
C 0.8189 -7.0437 -1.4528 -0.014 -0.020 0.098 -0.344
C -0.6342 -0.1784 4.1513 0.094 -0.009 -0.012 -1.152
C 0.9163 -6.1758 -2.5313 -0.024 0.079 0.030 -0.977
C -3.4241 0.9519 -2.1257 0.074 -0.029 -0.144 -1.264
C -0.1064 4.5894 0.3028 0.017 0.054 -0.158 0.241
C 3.6005 -1.3916 -2.0234 0.036 0.023 -0.188 -1.380
C 0.7548 -4.8139 -2.3449 0.013 -0.041 0.070 -0.531
C -1.4497 4.4277 1.0165 -0.023 0.038 0.053 -1.445
C -1.9853 0.6646 2.2420 0.266 0.019 0.139 -0.614
C 3.5016 -0.5620 1.4269 -0.049 0.047 -0.115 -0.911
C 0.1418 3.4098 -0.5966 -0.128 -0.089 0.208 -0.113
C -2.9996 0.3885 0.2721 -0.085 -0.058 0.038 -0.443
C -4.0044 0.3631 -0.8436 -0.016 -0.104 0.095 1.610
C 4.5949 -2.7503 -0.1581 0.105 -0.064 -0.024 -1.973
C 0.1619 2.1248 -2.4167 -0.109 0.030 -0.190 -0.447
C 2.7061 0.4365 1.9741 -0.136 0.131 -0.055 0.079
C 0.0859 3.4394 -1.9832 0.004 -0.135 -0.027 -1.171
C 3.3425 -2.0523 -0.6742 -0.004 -0.167 0.125 2.069
C -3.2219 0.5699 1.6344 0.073 0.083 -0.109 -0.840
C 0.4941 -4.3362 -1.0589 -0.015 -0.026 0.027 0.468
C 0.3989 -5.1994 0.0360 0.021 -0.136 -0.048 -0.310
C 2.8488 -1.0403 0.3084 -0.143 -0.058 -0.003 -0.405
C 0.5608 -6.5574 -0.1725 0.009 0.116 -0.107 -0.533
C -1.7353 0.7860 3.7201 -0.177 -0.149 -0.088 0.189
B 0.3549 1.4522 1.1893 0.009 -0.084 -0.132 1.204
H -2.5735 0.3762 -2.5005 -0.062 0.020 0.080 -0.110
H -0.6509 2.6920 3.8156 0.057 0.007 -0.031 0.059
H 4.4735 2.3811 1.6015 0.036 -0.015 -0.020 0.391
H 0.8439 -0.4158 -3.5191 0.014 0.067 -0.021 -0.201
H 4.3157 -0.5749 -1.9142 0.035 -0.006 0.016 0.405
H 0.9459 -8.1071 -1.5997 0.004 -0.026 -0.003 0.461
H -0.4283 -0.0688 5.2147 -0.023 -0.004 0.038 0.401
H -0.2067 5.4272 -0.3945 0.019 -0.048 0.051 0.596
H 4.0569 0.8300 3.4711 -0.056 0.056 -0.028 0.566
H -1.6757 5.3264 1.5885 -0.009 0.040 0.006 0.516
H -2.0658 -3.4689 0.5402 -0.069 -0.006 -0.001 0.138
H -3.5806 -2.6940 -3.2242 -0.033 -0.030 -0.009 0.272
H 4.0234 -2.1143 -2.7214 -0.022 -0.003 -0.012 0.425
H 2.8275 2.3267 4.9170 0.023 0.013 0.022 0.551
H 2.5812 -2.8313 -0.7802 0.105 0.078 -0.110 -0.674
H 0.0189 2.3148 -5.8506 -0.010 -0.028 -0.021 0.439
H -1.4292 3.5913 1.7132 0.003 -0.064 0.040 0.156
H 0.8610 5.9479 1.6497 -0.014 0.043 0.027 0.581
H -4.2930 -0.6792 -1.0098 0.032 0.047 -0.068 -0.352
H -4.1816 0.9551 -2.9098 -0.011 0.012 0.015 0.570
H -2.2607 4.2651 0.3074 -0.038 -0.004 -0.045 0.335
H 4.2281 3.2683 3.1071 0.013 0.016 0.026 0.456
H 2.0457 0.8064 -3.9548 0.002 0.037 -0.017 0.349
H 0.2108 -4.8135 1.0282 0.001 0.027 0.020 0.652
H -3.1013 1.9844 -1.9690 0.001 -0.015 0.013 0.248
H 1.0494 4.2705 2.1244 -0.003 -0.039 0.025 0.140
H -5.7591 0.6560 0.4284 -0.001 -0.051 0.053 0.381
H -4.2556 -3.9875 -2.2830 -0.011 -0.002 -0.021 0.249
H 2.6931 -0.9843 -2.4654 0.005 -0.004 0.031 0.161
H -0.0207 4.3203 -2.5879 0.003 0.049 -0.055 0.594
H -4.1707 0.6374 2.1324 -0.089 0.010 0.043 0.622
H 1.1213 3.1929 -4.7973 0.060 0.018 0.011 0.429
H 4.4707 -0.8555 1.7845 0.055 -0.032 0.034 0.664
H 0.9244 0.1714 -5.1624 0.004 0.009 -0.020 0.521
H 1.3975 2.2515 3.9103 -0.055 0.040 -0.043 0.109
H 5.4088 -2.0447 0.0093 0.013 0.037 -0.031 0.397
H -0.6182 3.4812 -4.7046 -0.052 0.042 0.017 0.418
H 0.8317 -4.1261 -3.1742 -0.006 0.037 -0.030 0.589
H 2.9400 3.1954 1.9072 -0.030 0.005 -0.012 0.209
H -5.0336 2.1536 -0.1647 0.010 0.036 0.005 0.374
H -0.9320 -1.2101 3.9664 -0.012 -0.045 -0.008 0.381
H 4.9387 -3.4709 -0.8992 -0.001 -0.020 0.016 0.438
H 1.1188 -6.5715 -3.5155 0.012 -0.005 -0.042 0.494
H 1.9932 4.9246 0.7780 0.039 0.014 -0.040 0.342
H -1.4618 2.2150 5.2982 -0.004 0.000 0.050 0.470
H 0.3952 2.2356 2.0559 -0.046 0.132 0.150 -1.030
H -3.0489 -4.7144 -0.2797 0.002 0.039 -0.002 0.701
H -2.6739 0.4369 4.1661 0.090 0.017 -0.012 0.560
H -5.9751 1.1294 -1.2462 -0.024 0.003 -0.023 0.469
H 1.9635 0.8080 4.7535 0.010 -0.035 0.007 0.394
H -0.9892 1.1817 -3.8935 0.071 0.030 -0.016 -0.213
H 0.2946 0.0004 3.6111 -0.028 0.013 0.002 -0.021
H 4.4084 -3.2862 0.7716 -0.015 0.003 0.046 0.452
H -2.3994 2.8392 3.9457 -0.048 0.034 -0.009 0.359